<P>
ORCA calculation (the ωB97M-V functional and the def2-TZVPD basis) on a structure of composition C6H8N4O2.

The value obtained for the HOMO-LUMO gap (spin up / spin down) is 6.43 / 7.08 eV.

Last column: Mulliken charge in e.
Atoms and positions in Å:
C1 0.547 -1.221 -0.677  -0.851
C2 0.638 1.454 -0.363  -0.796
C3 -1.730 -1.303 0.585  -0.522
C4 -1.823 1.090 0.362  -0.257
C5 1.311 0.037 -0.167  0.780
C6 0.202 -0.045 0.952  -0.065
N1 -0.275 -1.286 0.565  0.034
N2 -0.325 1.226 0.703  -0.006
N3 -2.334 -0.034 0.886  -0.662
N4 2.726 -0.034 -0.101  0.900
O1 3.130 -1.030 0.463  -0.567
O2 3.327 0.910 -0.551  -0.579
H1 -0.084 -1.102 -1.552  0.353
H2 1.244 -2.061 -0.590  0.366
H3 1.383 2.286 -0.056  0.276
H4 0.081 1.692 -1.226  0.322
H5 -1.925 -1.754 -0.412  0.349
H6 -1.988 -1.963 1.357  0.318
H7 -2.381 1.973 0.589  0.360
H8 -1.721 1.165 -0.769  0.245

***

<Q>
ORCA calculation (the ωB97M-V functional and the def2-TZVPD basis) on a cluster of 2 separate species, C6H8N4O2 in total.

The value obtained for the HOMO-LUMO gap is 9.90 eV.

Last column: Mulliken charge in e.
Atoms and positions in Å:
C1 -3.392 -0.746 0.228  -0.790
C2 -2.897 -0.216 -0.970  -0.162
C3 -2.564 -0.271 1.240  -0.062
C4 0.930 -1.027 -0.252  -0.178
C5 0.479 1.772 0.473  0.563
C6 3.324 -0.188 -0.651  -0.617
N1 -1.848 0.618 -0.709  -0.726
N2 -1.663 0.488 0.570  0.885
N3 -0.700 1.249 1.204  -0.644
N4 2.033 -0.695 -0.336  0.039
O1 1.437 2.058 1.131  -0.563
O2 0.403 1.798 -0.822  -0.553
H1 -4.147 -1.470 0.343  0.403
H2 -3.249 -0.340 -2.024  0.392
H3 -2.779 -0.411 2.286  0.393
H4 3.357 -0.443 -1.731  0.298
H5 4.070 -0.732 0.015  0.253
H6 3.163 0.962 -0.475  0.250
H7 -0.443 0.854 2.099  0.271
H8 -0.592 1.355 -1.182  0.546

***

The least stable of them is <P>.

***

<P>
ORCA calculation (the ωB97M-V functional and the def2-TZVPD basis) on a cluster of 2 separate species, C6H12N2O2 in total.

The value obtained for the HOMO-LUMO gap is 9.01 eV. The structure (SMILES) is CCN1CC(N)=CC1=O.O.

Last column: Mulliken charge in e.
Atoms and positions in Å:
C1 -2.617 -0.734 -0.597  -1.032
C2 -1.594 -0.914 0.519  -0.642
N1 -0.320 -0.263 0.265  0.220
C3 0.687 -0.903 -0.558  -0.509
C4 1.538 0.246 -1.027  0.529
N2 2.664 0.016 -1.718  -0.421
C5 1.001 1.426 -0.599  -0.865
C6 -0.197 1.141 0.171  0.390
O1 -1.036 1.926 0.612  -0.670
H1 -2.169 -0.905 -1.586  0.276
H2 -3.438 -1.453 -0.472  0.369
H3 -3.040 0.280 -0.578  0.290
H4 -1.985 -0.504 1.459  0.289
H5 -1.397 -1.982 0.692  0.410
H6 1.275 -1.640 0.012  0.277
H7 0.245 -1.425 -1.423  0.330
H8 2.889 -0.907 -2.059  0.192
H9 3.297 0.767 -1.951  0.201
H10 1.423 2.420 -0.718  0.375
O2 0.639 1.408 3.153  -0.620
H11 0.595 0.441 2.950  0.311
H12 1.542 1.557 3.452  0.302

***

<Q>
ORCA calculation (the ωB97M-V functional and the def2-TZVPD basis) on a cluster of 2 separate species, C6H12N2O2 in total.

The value obtained for the HOMO-LUMO gap is 10.41 eV. The structure (SMILES) is N#CCNCC1COC1.O.

Last column: Mulliken charge in e.
Atoms and positions in Å:
N1 -3.524 0.203 -0.324  -0.406
C1 -2.719 0.867 -0.843  0.214
C2 -1.512 1.647 -1.186  -0.383
N2 -0.927 2.252 -0.010  -0.238
C3 0.523 2.280 0.059  -0.996
C4 1.035 2.355 1.483  0.164
C5 0.471 1.457 2.593  -0.400
O1 1.686 0.679 2.633  -0.478
C6 2.365 1.644 1.803  -0.615
H1 -0.821 0.955 -1.693  0.293
H2 -1.790 2.387 -1.962  0.297
H3 -1.333 3.162 0.185  0.232
H4 0.934 1.382 -0.432  0.415
H5 0.947 3.115 -0.533  0.317
H6 1.047 3.408 1.798  0.409
H7 0.208 1.919 3.553  0.248
H8 -0.393 0.833 2.323  0.264
H9 2.834 1.146 0.941  0.294
H10 3.138 2.213 2.336  0.255
O2 0.920 -1.848 3.719  -0.666
H11 1.334 -1.028 3.386  0.489
H12 0.225 -1.587 4.399  0.293

***

<R>
ORCA calculation (the ωB97M-V functional and the def2-TZVPD basis) on an isolated molecule of C6H12N2O2.

The value obtained for the HOMO-LUMO gap is 10.14 eV. The structure (SMILES) is [H]/N=C(\O)C[C@H](CO)N1CC1.

Last column: Mulliken charge in e.
Atoms and positions in Å:
H1 0.886 2.673 2.275  0.301
N1 1.154 1.861 1.556  -0.640
C1 0.327 2.080 0.633  0.583
O1 -0.562 3.185 1.006  -0.582
C2 -0.074 1.282 -0.567  -1.052
C3 0.334 -0.191 -0.546  0.617
C4 0.482 -0.687 -1.985  -0.895
O2 0.853 -2.044 -2.078  -0.542
N2 -0.694 -0.978 0.122  -0.447
C5 -0.277 -2.181 0.826  -0.567
C6 -0.722 -0.983 1.575  -0.366
H2 -1.352 3.160 0.453  0.333
H3 0.372 1.794 -1.436  0.364
H4 -1.164 1.347 -0.707  0.485
H5 1.309 -0.288 -0.034  0.334
H6 1.275 -0.111 -2.480  0.384
H7 -0.462 -0.502 -2.528  0.319
H8 0.120 -2.590 -1.781  0.322
H9 -0.935 -3.047 0.724  0.307
H10 0.793 -2.408 0.843  0.247
H11 0.053 -0.419 2.100  0.243
H12 -1.715 -0.953 2.030  0.251

***

<S>
ORCA calculation (the ωB97M-V functional and the def2-TZVPD basis) on a cluster of 2 separate species, C6H12N2O2 in total.

The value obtained for the HOMO-LUMO gap is 8.90 eV. The structure (SMILES) is CC=C=C(O)O.[H]/N=C/CN.

Last column: Mulliken charge in e.
Atoms and positions in Å:
C1 -0.722 -2.717 0.261  -1.115
C2 -1.456 -1.419 0.349  0.071
C3 -1.244 -0.139 0.212  0.343
C4 -1.516 1.135 0.427  -0.297
O1 -1.248 1.867 1.506  -0.517
O2 -1.956 1.818 -0.613  -0.439
H1 -1.411 -3.624 0.307  0.300
H2 -0.181 -2.744 -0.692  0.298
H3 0.084 -2.856 0.886  0.361
H4 -2.446 -1.704 0.767  0.250
H5 -0.749 1.481 2.174  0.346
H6 -2.099 2.791 -0.325  0.362
H7 0.500 0.820 -2.954  0.244
N1 0.743 1.432 -2.204  -0.660
C5 1.264 0.645 -1.315  0.081
C6 1.692 1.094 0.010  -0.453
N2 1.919 0.069 1.001  -0.586
H8 1.454 -0.404 -1.520  0.334
H9 2.647 1.678 -0.259  0.338
H10 0.850 1.759 0.255  0.177
H11 1.126 -0.520 0.959  0.274
H12 2.750 -0.461 0.770  0.287

***

The least stable of them is <S>.

***

<P>
ORCA calculation (the ωB97M-V functional and the def2-TZVPD basis) on an isolated molecule of C6H12N2O2.

The value obtained for the HOMO-LUMO gap is 8.96 eV. The structure (SMILES) is C[C@H]1C[C@H]2[C@@H]1N2[C@@]([NH3+])([O-])O.

Last column: Mulliken charge in e.
Atoms and positions in Å:
C1 2.951 0.921 0.382  -1.564
C2 1.447 0.890 0.582  0.521
C3 0.631 1.640 -0.524  -1.005
C4 0.015 0.305 -0.930  -0.107
C5 0.777 -0.411 0.126  -0.633
N1 -0.668 -0.225 0.254  -0.400
C6 -1.443 -1.450 0.013  0.578
N2 -2.895 -0.822 -0.370  -0.374
O1 -1.105 -2.293 -0.858  -0.771
O2 -1.754 -2.032 1.304  -0.605
H1 3.220 0.602 -0.636  0.357
H2 3.340 1.939 0.532  0.370
H3 3.458 0.252 1.093  0.359
H4 1.185 1.175 1.611  0.347
H5 -0.078 2.410 -0.189  0.274
H6 1.286 2.057 -1.301  0.318
H7 -0.275 -0.044 -1.921  0.539
H8 1.197 -1.418 0.115  0.460
H9 -2.882 -0.500 -1.337  0.324
H10 -3.558 -1.608 -0.142  0.347
H11 -3.186 -0.045 0.221  0.331
H12 -1.662 -1.344 1.973  0.337

***

<Q>
ORCA calculation (the ωB97M-V functional and the def2-TZVPD basis) on a cluster of 2 separate species, C6H12N2O2 in total.

The value obtained for the HOMO-LUMO gap is 8.72 eV. The structure (SMILES) is [H]/N=C(\C)N.CC=C=C(O)O.

Last column: Mulliken charge in e.
Atoms and positions in Å:
H1 0.569 1.448 2.175  0.176
N1 0.497 0.501 1.698  -0.588
C1 -0.387 -0.347 1.911  0.593
C2 -1.256 -0.283 3.119  -1.201
N2 -0.440 -1.452 1.093  -0.354
H2 -0.608 -0.384 3.885  0.368
H3 -1.902 -1.138 3.232  0.358
H4 -1.893 0.700 3.183  0.259
H5 -0.051 -1.404 0.198  0.138
H6 -0.933 -2.277 1.435  0.185
C3 -1.406 -0.140 -2.532  -1.047
C4 -0.017 -0.665 -2.231  -0.307
C5 0.922 0.063 -1.700  0.045
C6 1.950 0.799 -1.340  0.252
O1 2.636 1.496 -2.372  -0.533
O2 2.353 1.378 -0.152  -0.581
H7 -1.459 0.851 -2.039  0.301
H8 -1.635 0.183 -3.563  0.347
H9 -2.087 -0.857 -2.188  0.327
H10 0.257 -1.623 -2.549  0.429
H11 3.063 2.209 -1.853  0.351
H12 1.828 0.944 0.588  0.483

***

The least stable of them is <Q>.